Below is the ion C2H9NP3 with charge +1 at a distorted geometry, with properties calculated with ωB97M-V/def2-TZVPD.

XYZ file:
```
15
Properties=species:S:1:pos:R:3:forces:R:3
C -1.59369 0.90258 0.87743 2.5 0.9 -0.3
P -0.33094 -0.34298 1.02975 0.9 -1.9 -2.6
C -1.23482 -1.95404 0.89893 1.9 1.6 3.3
N 0.74287 -0.33225 -0.21854 1.6 1.4 0.5
P 1.87667 0.70935 -0.93942 -2.0 -0.4 0.9
P 3.79562 1.93947 -0.81751 -0.2 -1.2 -0.6
H -2.29259 0.75039 1.63565 -1.0 0.5 1.6
H -2.08645 0.85649 -0.04541 -0.6 -0.3 -1.6
H -0.94432 1.80114 0.85351 -1.1 0.2 0.6
H -0.61273 -2.81949 0.90862 0.6 -0.5 -0.6
H -2.05987 -1.94225 0.27682 -1.5 0.0 -1.5
H -1.55756 -1.91392 1.95185 -0.7 -0.4 -0.1
H 1.00304 1.70538 -1.46444 0.7 -0.3 -0.4
H 2.50854 -0.04823 -1.92225 -0.6 -0.2 -0.3
H 3.58756 2.80846 0.20822 -0.5 0.7 1.1
```
Forces are in eV/Å.

## Properties
* SMILES: CP(C)#[N+][PH2]=P
* ΔE to the lowest compared entry with this formula, charge and spin: 2.144 eV
* total charge: +1
* calculated total energy: -31566.01198 eV
* E_LUMO (alpha / beta): -0.2292 / -0.2242 Eh
* max |F|: 4.10 eV/Å